Record 1
Below is a single C4H6ClF molecule at a distorted geometry, with properties calculated with ωB97M-V with the def2-TZVPD basis set.

Last column: Löwdin charge in e.
Atoms and positions in Å:
C 1.8514 -0.5404 -0.2519  -0.136
C 0.5718 0.0734 -0.1304  -0.637
C -0.6247 -0.4134 0.0805  -0.121
C -1.8037 0.4115 0.4030  -0.281
H 2.3197 -0.1335 -1.1836  0.097
H 1.8981 -1.6126 -0.3564  0.089
H 2.5723 -0.1631 0.4385  0.074
H -0.9137 -1.3821 -0.2028  0.108
H -2.4555 -0.0639 1.1886  0.132
H -1.5647 1.3297 0.8753  0.063
F -2.5231 0.6126 -0.7435  -0.031
Cl 0.6721 1.8819 -0.1174  0.642

HOMO level = -9.68 eV
frontier orbital gap = 10.567 eV
spin multiplicity = 1
SMILES = C/C(Cl)=C/CF
total charge = 0
F_max = 3.54 eV/Å
energy relative to the best compared isomer or geometry (same formula, charge and spin) = 15.37 kcal per mole

---

Record 2
Below is a single C4H6ClF molecule at a distorted geometry, with properties calculated with ωB97M-V with the def2-TZVPD basis set.

Last column: Löwdin charge in e.
Atoms and positions in Å:
C 1.5580 0.2243 0.4440  -0.092
C 0.6823 0.2339 -0.7674  -0.129
C -0.6486 -0.0709 -0.8128  -0.134
C -1.4861 -0.3441 0.3254  -0.751
H 1.0114 -0.0047 1.3661  0.072
H 2.2684 -0.5746 0.2674  0.076
H 2.1813 1.1166 0.5362  0.080
H 1.1786 0.5016 -1.7148  0.110
H -1.0065 -0.1023 -1.8120  0.100
H -0.9698 -0.8261 1.1266  0.085
F -2.5175 -1.2052 -0.0484  -0.067
Cl -2.2515 1.0515 1.0899  0.652

HOMO level = -9.85 eV
frontier orbital gap = 10.820 eV
spin multiplicity = 1
SMILES = C/C=C\[C@H](F)Cl
total charge = 0
F_max = 3.94 eV/Å
energy relative to the best compared isomer or geometry (same formula, charge and spin) = 7.38 kcal per mole

---

Record 3
Below is a single C4H6ClF molecule at a distorted geometry, with properties calculated with ωB97M-V with the def2-TZVPD basis set.

Last column: Löwdin charge in e.
Atoms and positions in Å:
C -1.8006 -0.8008 0.3924  -0.080
C -0.6197 -0.0578 -0.2039  -0.153
C 0.6020 -0.0572 0.2682  -0.144
C 1.7316 0.6864 -0.3903  -0.759
H -2.5017 -0.1577 0.8775  0.065
H -1.3560 -1.3894 1.1787  0.062
H -2.2682 -1.4417 -0.3547  0.077
H -0.8067 0.4829 -1.1758  0.129
H 0.8905 -0.6629 1.1607  0.127
H 2.6360 0.1430 -0.5219  0.092
F 1.3540 1.0553 -1.6386  -0.068
Cl 2.1387 2.1999 0.4075  0.651

HOMO level = -10.09 eV
frontier orbital gap = 11.157 eV
spin multiplicity = 1
SMILES = C/C=C/[C@@H](F)Cl
total charge = 0
F_max = 2.44 eV/Å
energy relative to the best compared isomer or geometry (same formula, charge and spin) = 5.95 kcal per mole

---

Record 4
Below is a single C4H6ClFO molecule at a distorted geometry, with properties calculated with ωB97M-V with the def2-TZVPD basis set.

Last column: Löwdin charge in e.
Atoms and positions in Å:
C -1.1321 1.4432 0.0542  -0.159
C 0.0318 -0.1894 1.4049  -0.136
C 0.6021 -1.0254 0.5448  -0.081
C 0.9678 -0.8884 -0.9389  -0.584
H -0.3941 2.2814 -0.3668  0.120
H -2.0308 2.0680 0.0868  0.083
H -1.0655 0.5311 -0.8228  0.123
H 0.0785 -0.2709 2.5238  0.146
H 0.9452 -1.9952 1.1262  0.150
H 1.8038 -1.4762 -1.1602  0.066
O -0.6912 0.9568 1.2029  -0.130
F 1.1851 0.3126 -1.4579  -0.010
Cl -0.3007 -1.7479 -2.1970  0.412

HOMO level = -9.43 eV
frontier orbital gap = 10.016 eV
spin multiplicity = 1
SMILES = CO/C=C\[C@H](F)Cl
total charge = 0
F_max = 7.13 eV/Å
energy relative to the best compared isomer or geometry (same formula, charge and spin) = 46.51 kcal per mole

---

Record 5
Below is 2 unconnected molecules or ions with the total composition C4H6ClN at a distorted geometry, with properties calculated with ωB97M-V with the def2-TZVPD basis set.

Last column: Löwdin charge in e.
Atoms and positions in Å:
C 0.1925 -1.0969 0.2562  -0.093
C -0.8727 -0.7184 0.8958  -0.016
C 2.7954 -1.1674 -2.7347  -0.091
C 1.0828 -1.4075 -0.7408  -0.122
N 2.0601 -0.8134 -1.7375  -0.049
Cl -2.5174 3.8239 1.8768  0.226
H -0.7246 -0.5530 1.9457  0.046
H -1.8830 -0.5528 0.5463  0.066
H 3.5332 -0.3780 -3.0902  0.074
H 2.7826 -2.0829 -3.4011  0.072
H -1.7675 3.0268 2.6039  -0.228
H 1.1539 -2.5683 -0.8286  0.114

HOMO level = -8.79 eV
frontier orbital gap = 9.129 eV
spin multiplicity = 1
SMILES = C=C=CN=C.Cl
total charge = 0
F_max = 5.20 eV/Å
energy relative to the best compared isomer or geometry (same formula, charge and spin) = 94.73 kcal per mole

---

Record 6
Below is a gas-phase ion, C4H6ClN2 (charge +1) at a distorted geometry, with properties calculated with ωB97M-V with the def2-TZVPD basis set.

Last column: Löwdin charge in e.
Atoms and positions in Å:
C -1.4725 -0.0129 0.2709  0.215
C -1.5116 1.2493 1.0490  0.056
C 0.9181 0.4794 -0.0420  -0.102
C 0.9282 -1.0004 -0.6569  -0.760
N -0.4062 0.6927 0.2188  -0.112
N 0.0492 -1.8364 -0.1094  0.250
Cl 0.7329 -0.8517 -2.4127  0.721
H -1.8164 2.2627 0.6170  0.152
H -1.5608 1.0615 2.1121  0.113
H 1.5163 0.4746 0.9086  0.170
H 1.3872 1.0432 -0.9151  0.147
H 1.8444 -1.4096 -0.3433  0.136
H -0.6089 -2.1525 -0.6969  0.014

HOMO level (spin up / spin down) = -15.78 / -15.78 eV
frontier orbital gap (spin up / spin down) = 7.972 / 7.972 eV
spin multiplicity = 1
total charge = +1
F_max = 5.01 eV/Å
energy relative to the best compared isomer or geometry (same formula, charge and spin) = 166.69 kcal per mole

---

Record 7
Below is a single C4H6ClNS molecule at a distorted geometry, with properties calculated with ωB97M-V with the def2-TZVPD basis set.

Last column: Löwdin charge in e.
Atoms and positions in Å:
C -1.2433 -0.7571 0.2371  -0.521
C -0.5940 0.6047 0.1760  -0.341
C 0.2861 0.9528 -0.8621  -0.162
C 1.8305 -0.3004 0.7183  -0.643
H -1.2409 -1.0311 1.2321  0.050
H -0.9058 -1.4466 -0.5097  0.064
H -1.3896 1.4409 0.4202  0.174
H 0.4417 0.3070 -1.7469  0.117
H 0.5178 1.9523 -1.1656  0.113
H 1.6609 -0.5742 1.7539  0.065
N 0.8329 0.6547 0.4318  -0.079
S 2.7773 -1.0287 -0.4326  0.614
Cl -2.9735 -0.7743 -0.2524  0.549

HOMO level = -8.97 eV
frontier orbital gap = 8.816 eV
spin multiplicity = 1
SMILES = S=CN1C[C@H]1CCl
total charge = 0
F_max = 4.30 eV/Å
energy relative to the best compared isomer or geometry (same formula, charge and spin) = 51.80 kcal per mole

---

Record 8
Below is a single C4H6ClPS molecule at a distorted geometry, with properties calculated with ωB97M-V with the def2-TZVPD basis set.

Last column: Löwdin charge in e.
Atoms and positions in Å:
C 0.9039 -0.3063 -1.1308  -0.134
C -0.3240 0.1172 -1.4582  -0.230
C 1.1996 -0.4151 0.4310  -0.187
C -0.0158 0.3138 1.2305  -0.341
P -1.3448 0.0719 0.0876  -0.048
S -2.5808 -1.4959 0.0524  0.119
Cl -2.3031 1.8170 0.1944  0.311
H 1.7592 -0.4547 -1.7421  0.087
H -0.7689 0.3344 -2.3850  0.059
H 1.2598 -1.4991 0.6174  0.105
H 2.1143 0.1293 0.6911  0.099
H -0.0926 -0.0177 2.2479  0.081
H 0.1931 1.4051 1.1637  0.079

HOMO level = -8.66 eV
frontier orbital gap = 9.398 eV
spin multiplicity = 1
SMILES = S=[P@]1(Cl)C=CCC1
total charge = 0
F_max = 2.95 eV/Å
energy relative to the best compared isomer or geometry (same formula, charge and spin) = 0.00 kcal per mole

---

Respective total energy values: -716.02658; -716.03931; -716.04158; -791.20647; -670.79764; -725.19044; -1069.05604; -1355.76508 Eh.